# 1
The following is a quantum chemistry calculation of an isolated molecule of C3H5FN2, from OMol25.

Geometry as XYZ:
```
11
Properties=species:S:1:pos:R:3:lowdin_charge:R:1
C -0.8183 0.0426 -0.3030 -0.1581
C 0.2921 0.6100 0.3874 -0.3204
C 0.3789 1.8430 0.8101 0.0756
H 0.8127 -1.8578 -0.2494 0.0811
H -0.3461 -2.8644 -1.0111 0.0861
H -1.7633 0.6032 -0.2906 0.1206
H -0.3675 2.6153 0.6247 0.0766
H 1.2378 2.2741 1.3185 0.0744
N 0.0888 -1.9581 -0.9622 0.0147
N -0.9302 -1.0899 -0.8766 -0.0450
F 1.4151 -0.2180 0.5524 -0.0056
```

Values from the calculation:
E_HOMO ... -0.3197 Eh
Structure (SMILES) ... C=C(F)/C=N\N
Frontier orbital gap ... 9.452 eV
Lowest unoccupied orbital energy ... 0.75 eV
Multiplicity ... 1

# 2
The following is a quantum chemistry calculation of a cluster of 2 separate species, C10H15N4O in total, from OMol25.

Geometry as XYZ:
```
30
Properties=species:S:1:pos:R:3:lowdin_charge:R:1
C -0.4167 -4.5895 1.3315 -0.0445
C 0.4005 -3.5805 1.9509 -0.0512
C -1.1213 -4.1813 0.1841 -0.0223
C 0.6903 -2.3646 1.3401 0.0024
C -0.8997 -2.8567 -0.4148 0.0006
C -0.0407 -2.0619 0.2026 -0.3405
C -1.6688 0.6339 -1.2286 -0.1389
C -0.9664 -0.1478 -0.6554 -0.0907
C 1.1623 2.5625 -0.5779 -0.3846
C 0.9013 3.9320 -0.2593 0.0185
N 1.1879 1.5734 0.2698 0.0243
N -2.3791 1.6452 -1.7848 0.0696
N 1.2847 2.2304 -1.8664 0.2076
N 1.2032 1.7857 1.6374 0.0594
O 0.1821 -0.8345 -0.3537 -0.0406
H -0.4323 -5.5980 1.8106 0.1211
H 0.8344 -3.8050 2.8987 0.0970
H -1.8128 -4.7326 -0.3425 0.0726
H 1.2270 -1.5742 1.7672 0.0860
H -1.6895 -2.5356 -1.1808 0.1521
H 1.5162 4.2179 0.5780 0.0947
H -0.1657 4.0786 -0.0875 0.1139
H 1.2691 4.5662 -1.1642 0.1419
H 1.1743 0.6396 -0.0204 0.0972
H -3.0308 1.3184 -2.5325 0.1269
H -2.8207 2.2064 -1.0931 0.0826
H 1.1272 1.2649 -2.1013 0.1226
H 1.3259 2.9125 -2.6184 0.1386
H 0.4866 2.3993 2.0543 0.1115
H 1.4719 0.8952 2.2562 0.1722
```

Values from the calculation:
E_HOMO ... -0.4384 Eh
Net charge ... +1
Frontier orbital gap ... 9.329 eV
Lowest unoccupied orbital energy ... -2.60 eV
Multiplicity ... 1

# 3
The following is a quantum chemistry calculation of a structure of composition C4H6AlO4, from OMol25.

Geometry as XYZ:
```
15
Properties=species:S:1:pos:R:3:lowdin_charge:R:1
Al 0.4972 -1.5704 -0.1003 1.2819
C 1.6187 0.6250 -4.3195 0.0721
C 1.2685 0.1410 -2.9264 -0.6880
O 2.2630 -0.1609 -2.1916 0.0333
O 0.1079 0.0294 -2.5813 0.0282
H 2.6996 0.7618 -4.3523 0.1020
H 1.0724 1.5620 -4.4268 0.1105
H 1.2362 -0.0637 -5.0728 0.1129
C -2.1620 0.0164 3.7288 0.0630
C -0.6905 -0.4783 3.7453 -0.6708
O -0.0441 -0.1976 4.7405 0.3040
O -0.2459 -0.9665 2.7169 -0.0410
H -2.5747 -0.3673 2.7958 0.0959
H -2.3228 1.0938 3.6913 0.0995
H -2.7234 -0.4248 4.5524 0.0965
```

Values from the calculation:
E_HOMO ... -0.4831 Eh
Net charge ... +1
Frontier orbital gap ... 2.617 eV
Lowest unoccupied orbital energy ... -10.53 eV
Multiplicity ... 1

# 4
The following is a quantum chemistry calculation of an isolated molecule of C6H9N3O4, from OMol25.

Geometry as XYZ:
```
22
Properties=species:S:1:pos:R:3:lowdin_charge:R:1
C 2.3059 -1.9447 1.4083 -0.0341
C 1.9854 -0.7610 0.7372 -0.1270
C 0.6103 -0.5719 0.9357 -0.0791
C -2.5895 0.3907 -2.3013 -0.0791
C -1.9398 1.0915 -1.0725 -0.2274
C -0.3221 0.5892 0.6632 -0.3281
N 1.2091 -2.4012 2.0407 0.0498
N 0.2123 -1.5573 1.7411 0.0464
N 2.8659 0.0982 0.1458 -0.3368
O 4.0240 -0.2279 0.2563 0.0976
O 2.5867 1.0921 -0.5314 0.0721
O 0.3407 1.8505 0.7799 0.0528
O -0.9080 0.2412 -0.5649 -0.0777
H 3.2902 -2.4179 1.4930 0.1314
H -1.7899 -0.1323 -2.8863 0.0911
H -3.4264 -0.3338 -2.1550 0.0696
H -3.2840 1.1129 -2.7902 0.0786
H -2.7470 1.2472 -0.2962 0.1400
H -1.6517 1.9901 -1.4541 0.0784
H -1.0840 0.5429 1.4720 0.1616
H -0.7266 -1.7044 2.2003 0.2051
H 1.0388 1.8058 0.1785 0.0147
```

Values from the calculation:
E_HOMO ... -0.3781 Eh
Structure (SMILES) ... CCO[C@H](O)c1[nH]ncc1[N+](=O)[O-]
Frontier orbital gap ... 9.732 eV
Lowest unoccupied orbital energy ... -0.56 eV
Multiplicity ... 1

# 5
The following is a quantum chemistry calculation of an isolated molecule of C6H15P, from OMol25.

Geometry as XYZ:
```
22
Properties=species:S:1:pos:R:3:lowdin_charge:R:1
C -0.9500 -0.9768 0.4141 -0.2971
C 0.2523 -0.6229 2.6884 -0.1027
C -1.7014 0.7367 -1.7145 -0.2133
C 0.6973 1.8965 -0.5933 -0.2057
C 1.0286 -0.6563 -1.6528 -0.2267
C 0.0568 -1.4513 1.3862 -0.3862
P -0.2508 0.2046 -0.7419 0.7654
H -1.9900 -0.7121 0.7308 0.0484
H 0.7043 0.2585 2.3366 0.0368
H 0.8940 -1.1597 3.3284 0.0518
H -0.6526 -0.3598 3.1634 0.0553
H -2.2170 -0.2488 -1.8178 0.0602
H -2.3029 1.3413 -1.0935 0.0297
H -1.3812 1.2167 -2.5850 0.0212
H 0.9095 2.4822 -1.4527 0.0167
H 0.1692 2.4381 0.2186 0.0406
H 1.6382 1.5907 -0.0932 0.0316
H 1.6446 0.0873 -2.2164 0.0572
H 1.7663 -0.7194 -0.8387 0.0353
H 0.8882 -1.5786 -2.2132 0.0584
H -0.2454 -2.3303 1.7900 0.0530
H 1.0420 -1.4366 0.9564 0.0700
```

Values from the calculation:
E_HOMO ... -0.2497 Eh
Structure (SMILES) ... CCC=P(C)(C)C
Frontier orbital gap ... 7.587 eV
Lowest unoccupied orbital energy ... 0.79 eV
Multiplicity ... 1

# 6
The following is a quantum chemistry calculation of an isolated molecule of C5H12O2, from OMol25.

Geometry as XYZ:
```
19
Properties=species:S:1:pos:R:3:lowdin_charge:R:1
C 2.3025 0.1677 1.3093 -0.1049
C 0.8395 0.5850 1.1591 -0.2009
C 0.3033 0.0479 -0.1696 -0.3805
O 0.4719 -1.3604 -0.2280 -0.0379
C -1.1613 0.3535 -0.4891 -0.3888
C -1.5221 -0.2468 -1.8465 -0.0438
O -1.9163 -0.2507 0.5607 -0.0373
H 2.3834 -0.9172 1.1991 0.0702
H 2.9157 0.6229 0.5211 0.0758
H 2.7245 0.4560 2.2764 0.0696
H 0.2346 0.1825 1.9815 0.1143
H 0.7419 1.6789 1.1977 0.1163
H 0.9118 0.4706 -0.9806 0.1513
H -0.2642 -1.7088 0.2992 0.0992
H -1.3309 1.4421 -0.4953 0.1473
H -1.4805 -1.3378 -1.7868 0.0840
H -2.5190 0.0573 -2.1837 0.0797
H -0.7964 0.0635 -2.6056 0.0878
H -2.8383 -0.3063 0.2812 0.0986
```

Values from the calculation:
E_HOMO ... -0.3718 Eh
Structure (SMILES) ... CC[C@@H](O)[C@@H](C)O
Frontier orbital gap ... 10.919 eV
Lowest unoccupied orbital energy ... 0.80 eV
Multiplicity ... 1

# 7
The following is a quantum chemistry calculation of a cluster of 2 separate species, C11H18NP in total, from OMol25.

Geometry as XYZ:
```
31
Properties=species:S:1:pos:R:3:lowdin_charge:R:1
C -3.4568 0.6516 -0.4367 -0.0997
C -3.1578 0.2401 0.8382 -0.1001
C -2.7201 0.1900 -1.5383 -0.0774
C -2.1673 -0.7039 1.0692 -0.1069
C -1.7331 -0.7761 -1.3452 -0.1384
C -1.4277 -1.1738 -0.0106 -0.5136
C 2.6829 -0.6413 -1.8969 -0.1399
C 1.0582 1.7580 1.5639 -0.0923
C 0.5512 -2.4067 1.7076 -0.3584
C 2.5389 0.6634 -1.0378 -0.3061
C 0.7108 1.8931 0.0448 -0.3112
N 1.1400 0.7414 -0.6517 -0.0058
P -0.0122 -2.2569 -0.0409 0.9642
H -4.3141 1.1817 -0.7814 0.0923
H -3.7093 0.6144 1.6810 0.0975
H -3.1654 0.5701 -2.4014 0.0790
H -1.8133 -0.8107 2.0717 0.0883
H -1.1289 -1.1796 -2.1512 0.0793
H 2.1650 -0.3607 -2.8563 0.0716
H 3.8001 -0.9326 -1.9789 0.0854
H 2.1522 -1.5432 -1.4655 0.0007
H 2.1851 1.8188 1.7348 0.0816
H 0.4608 2.4245 2.1182 0.0379
H 0.8071 0.6616 1.9823 0.0890
H 0.7746 -1.3940 1.9101 -0.0337
H 1.2671 -3.1657 1.6709 -0.0165
H -0.3180 -2.7482 2.4100 0.0726
H 3.2188 0.4961 -0.2037 0.1003
H 2.7784 1.5464 -1.7143 0.1272
H -0.3802 1.7801 0.0981 0.0885
H 1.2129 2.8622 -0.3900 0.1446
```

Values from the calculation:
E_HOMO (spin up / spin down) ... -0.3283 / -0.2546 Eh
Frontier orbital gap (spin up / spin down) ... 8.486 / 6.831 eV
Lowest unoccupied orbital energy (spin up / spin down) ... -0.45 / -0.10 eV
Multiplicity ... 1

Record-wise strongest force on any atom values, in eV Å⁻¹: 2.1, 5.3, 3.9, 4.5, 3.6, 0.3, 4.2
Record-wise energy relative to the best compared isomer or geometry (same formula, charge and spin) values, in eV: 1.457, 4.073, 9.426, 2.461, 1.713, 0.598, 2.718